(1)
# C29H41F5P2Sc

A molecular structure, C29H41F5P2Sc (the ωB97M-V functional and the def2-TZVPD basis, the OMol25 dataset).

Calculated values
* net charge: +1
* relative energy (zero: lowest compared OMol25 entry of this formula, charge and spin): 5.392 eV
* 2S+1: 1
* HOMO-LUMO gap (alpha / beta): 0.1149 / 0.1146 hartree
* HOMO energy (alpha / beta): -8.537 / -8.527 eV

Geometry (Å):
Sc 1.421 1.024 -0.331
C -3.172 -0.502 1.694
C -3.281 -0.975 0.359
C -2.288 -2.620 1.622
C -2.578 -1.525 2.477
C -2.785 -2.305 0.326
C -3.582 0.818 2.206
H -4.216 1.339 1.480
H -2.707 1.454 2.410
H -4.143 0.719 3.146
C -2.319 -1.447 3.927
H -3.197 -1.054 4.456
H -1.476 -0.781 4.153
H -2.079 -2.437 4.327
C -1.554 -3.840 2.000
H -1.852 -4.184 2.997
H -0.467 -3.656 2.029
H -1.735 -4.643 1.277
C -2.762 -3.214 -0.835
H -3.177 -4.196 -0.571
H -1.737 -3.367 -1.202
H -3.360 -2.804 -1.657
C -3.822 -0.226 -0.796
H -4.869 -0.499 -1.003
H -3.242 -0.433 -1.705
H -3.788 0.855 -0.613
C 2.513 2.710 -0.142
C 1.154 3.350 0.041
C 0.587 4.033 -1.235
C -0.092 3.071 -2.229
C 0.215 1.594 -2.032
C 1.442 1.041 -2.424
C 2.676 1.889 -2.672
C 3.217 2.750 -1.479
H 1.398 4.581 -1.740
H 0.210 3.375 -3.246
H -0.135 4.807 -0.938
H 3.290 3.790 -1.835
H 3.181 2.797 0.724
H 1.277 4.125 0.820
H 4.268 2.456 -1.315
H 3.484 1.219 -3.013
H 1.459 0.008 -2.801
H 2.504 2.579 -3.519
H -1.184 3.217 -2.184
H -0.673 0.954 -1.920
P -0.386 2.690 1.262
C 0.212 3.228 2.899
C -1.782 3.824 0.960
P 0.418 -3.222 -2.775
C 0.439 -1.987 -1.515
C -0.315 -2.238 -4.168
C 2.215 -3.250 -3.207
H 1.060 2.595 3.197
H -0.602 3.108 3.629
H 0.529 4.279 2.856
H -1.805 4.190 -0.073
H -1.739 4.676 1.653
H -2.712 3.264 1.136
H 2.567 -2.234 -3.428
H 2.364 -3.895 -4.085
H 2.774 -3.663 -2.357
H 1.038 -2.186 -0.618
H -0.482 -1.421 -1.316
H -1.187 -2.788 -4.549
H 0.410 -2.122 -4.984
H -0.643 -1.259 -3.800
F 0.736 -1.024 3.145
C 1.867 -1.231 2.420
C 2.074 -0.536 1.240
C 3.288 -0.761 0.613
F 3.486 -0.124 -0.626
C 4.297 -1.599 1.084
F 5.471 -1.710 0.424
C 4.043 -2.309 2.256
F 4.968 -3.150 2.758
C 2.819 -2.138 2.910
F 2.556 -2.850 4.026

Atomic partial charges in e from the Mulliken method, atoms 1 to 2:
1 Sc -1.290
2 C 0.884

=====

(2)
# C2H6N6

A molecular structure, C2H6N6 (the ωB97M-V functional and the def2-TZVPD basis, the OMol25 dataset).

Calculated values
* relative energy (zero: lowest compared OMol25 entry of this formula, charge and spin): 2.711 eV
* 2S+1: 1
* HOMO-LUMO gap: 0.3431 hartree
* HOMO energy: -8.354 eV

Geometry (Å):
C -0.781 0.010 0.154
C -0.575 1.368 -1.872
N 1.325 0.371 -0.767
N 1.713 -0.330 0.172
N -1.935 -0.085 0.564
N -0.073 0.582 -0.775
N 0.807 -0.727 1.000
N 0.939 -1.628 2.011
H -1.640 1.536 -1.723
H -0.042 2.320 -1.897
H -0.412 0.848 -2.818
H -2.168 -0.679 1.341
H 1.289 -1.182 2.860
H 1.551 -2.402 1.752

Atomic partial charges in e from the Mulliken method, atoms 1 to 2:
1 C 0.558
2 C -0.871

=====

(3)
# C8H12FN3O

A single C8H12FN3O molecule (the ωB97M-V functional and the def2-TZVPD basis, the OMol25 dataset).

Calculated values
* relative energy (zero: lowest compared OMol25 entry of this formula, charge and spin): 2.024 eV
* 2S+1: 1
* HOMO-LUMO gap (alpha / beta): 0.2882 / 0.2882 hartree
* HOMO energy (alpha / beta): -7.367 / -7.367 eV

Geometry (Å):
C -0.774 0.768 0.014
C 2.874 -0.948 0.196
C -1.065 2.070 0.400
C -0.667 -1.657 -0.001
C -1.672 -0.448 -0.161
C 0.612 -1.057 -0.678
C 1.737 1.048 -0.109
C -2.924 -0.482 0.835
N 1.845 -1.638 -0.090
N 0.510 0.408 -0.339
N 2.275 1.737 -1.214
O 4.018 -1.017 0.495
F 1.793 1.700 1.071
H -0.195 2.670 0.556
H -2.075 2.339 0.767
H -0.585 -1.800 1.139
H -1.177 -2.560 -0.516
H -2.031 -0.332 -1.159
H 0.564 -1.170 -1.732
H -2.706 -0.850 1.801
H -3.820 -1.135 0.498
H -3.503 0.508 0.925
H 1.961 -2.729 -0.162
H 1.727 2.525 -1.544
H 3.276 2.051 -0.992

Atomic partial charges in e from the Mulliken method, atoms 1 to 2:
1 C 0.327
2 C 0.354

=====

(4)
# C31H88O13

13 unconnected molecules or ions with the total composition C31H88O13 (the ωB97M-V functional and the def2-TZVPD basis, the OMol25 dataset).

Calculated values
* relative energy (zero: lowest compared OMol25 entry of this formula, charge and spin): 0.250 eV
* 2S+1: 1
* HOMO-LUMO gap: 0.3642 hartree
* HOMO energy: -9.713 eV

Geometry (Å):
C 2.234 -3.046 -1.808
O 2.170 -1.896 -2.654
H 1.441 -3.772 -2.027
H 3.197 -3.537 -1.978
H 2.179 -2.782 -0.741
H 1.243 -1.698 -2.898
C 2.294 2.526 -4.276
O 2.054 3.506 -5.306
H 2.066 2.933 -3.288
H 1.679 1.637 -4.462
H 3.345 2.276 -4.350
H 1.135 3.788 -5.255
C -1.851 3.379 1.505
O -0.501 2.962 1.367
H -1.934 4.415 1.852
H -2.364 3.293 0.548
H -2.400 2.724 2.196
H -0.133 2.920 2.280
C -1.878 3.773 -2.562
O -0.735 3.161 -3.132
H -1.598 4.419 -1.720
H -2.354 4.381 -3.325
H -2.577 3.020 -2.167
H -0.168 2.803 -2.391
C 0.792 -1.684 -6.313
C -0.221 -2.297 -5.321
C 0.166 -3.724 -4.999
O -0.264 -1.543 -4.059
H 0.395 -0.806 -6.822
H 1.071 -2.430 -7.069
H 1.705 -1.387 -5.797
H -1.212 -2.316 -5.810
H 1.193 -3.744 -4.599
H 0.271 -4.344 -5.896
H -0.511 -4.208 -4.298
H -0.780 -0.724 -4.208
C 1.138 -0.032 0.262
C 0.518 0.588 -0.994
C -0.999 0.233 -0.993
O 0.673 2.023 -0.970
H 0.667 0.357 1.167
H 2.224 0.088 0.308
H 0.967 -1.116 0.263
H 0.986 0.151 -1.873
H -1.124 -0.789 -0.629
H -1.423 0.244 -2.000
H -1.523 0.942 -0.357
H 0.409 2.357 -0.077
C -1.558 -0.315 5.755
C -2.016 0.424 4.521
C -1.636 -0.240 3.200
O -3.475 0.467 4.603
H -1.651 -1.393 5.612
H -2.224 -0.032 6.575
H -0.556 -0.086 6.113
H -1.666 1.467 4.540
H -0.566 -0.443 3.125
H -1.942 0.387 2.364
H -2.138 -1.205 3.192
H -3.809 1.156 4.021
C -1.695 -3.997 3.694
C -1.189 -4.438 2.333
C -1.098 -3.284 1.396
O 0.105 -5.100 2.423
H -1.136 -3.165 4.133
H -1.652 -4.839 4.392
H -2.730 -3.638 3.637
H -1.904 -5.153 1.904
H -0.274 -2.589 1.589
H -1.995 -2.657 1.475
H -1.025 -3.566 0.343
H 0.397 -5.144 3.333
C 1.747 -1.710 4.527
C 2.675 -2.713 3.810
C 3.811 -1.981 3.096
O 3.187 -3.679 4.741
H 1.258 -1.086 3.769
H 2.354 -1.051 5.156
H 0.951 -2.235 5.049
H 2.115 -3.218 3.017
H 3.390 -1.256 2.398
H 4.462 -2.697 2.595
H 4.458 -1.433 3.799
H 3.707 -3.182 5.390
C -4.110 -0.196 0.281
C -4.722 0.925 -0.527
C -6.057 0.511 -1.069
O -4.890 2.023 0.353
H -4.869 -0.698 0.884
H -3.350 0.212 0.944
H -3.673 -0.941 -0.382
H -4.025 1.144 -1.341
H -6.491 1.303 -1.691
H -6.732 0.178 -0.288
H -5.963 -0.335 -1.773
H -4.947 2.846 -0.140
C 1.774 2.305 5.816
C 1.755 2.952 4.444
C 2.436 2.104 3.410
O 0.335 3.196 4.052
H 1.226 1.359 5.825
H 1.293 2.945 6.565
H 2.781 2.091 6.192
H 2.236 3.938 4.514
H 1.973 1.121 3.335
H 3.460 2.007 3.773
H 2.405 2.581 2.433
H 0.079 4.041 4.440
C -2.442 0.930 -6.888
C -2.861 1.133 -5.439
C -3.963 0.168 -5.017
O -1.719 0.954 -4.548
H -1.566 1.539 -7.112
H -3.246 1.211 -7.578
H -2.192 -0.114 -7.102
H -3.279 2.151 -5.348
H -4.790 0.179 -5.746
H -4.390 0.417 -4.053
H -3.599 -0.866 -5.059
H -1.396 1.848 -4.240
C 4.623 0.423 -0.765
C 5.748 1.044 0.054
C 5.512 1.063 1.547
O 7.015 0.534 -0.222
H 4.447 -0.640 -0.546
H 4.911 0.383 -1.825
H 3.703 0.988 -0.651
H 5.734 2.119 -0.210
H 4.461 1.184 1.793
H 6.186 1.793 2.005
H 5.769 0.157 2.126
H 7.060 0.390 -1.174

Atomic partial charges in e from the Mulliken method, atoms 1 to 2:
1 C -0.325
2 O -0.308

=====

(5)
# C25H31Cl2FeN4S3Si

A molecular structure, C25H31Cl2FeN4S3Si (the ωB97M-V functional and the def2-TZVPD basis, the OMol25 dataset).

Calculated values
* net charge: -1
* 2S+1: 5
* HOMO-LUMO gap (alpha / beta): 0.1429 / 0.1882 hartree
* HOMO energy (alpha / beta): -1.529 / -2.770 eV

Geometry (Å):
Fe -0.185 0.234 -0.536
S -1.626 4.336 0.772
C -0.655 3.767 2.062
C -0.147 2.531 1.810
C -0.527 1.950 0.544
C -1.321 2.863 -0.119
C -1.852 2.651 -1.460
C -2.753 3.517 -2.092
C -3.206 3.221 -3.360
C -2.767 2.060 -3.985
C -1.875 1.257 -3.298
N -1.424 1.537 -2.078
H -0.517 4.381 2.940
H 0.485 2.024 2.532
H -3.081 4.411 -1.577
H -3.900 3.886 -3.861
H -3.100 1.782 -4.975
H -1.508 0.335 -3.737
S -3.219 -2.188 -2.629
C -4.191 -0.955 -1.883
C -3.516 -0.323 -0.889
C -2.182 -0.788 -0.662
C -1.868 -1.821 -1.573
C -0.612 -2.441 -1.695
C -0.376 -3.643 -2.429
C 0.877 -4.159 -2.519
C 1.958 -3.477 -1.881
C 1.665 -2.326 -1.192
N 0.448 -1.788 -1.065
H -5.198 -0.779 -2.224
H -3.963 0.483 -0.319
H -1.218 -4.143 -2.894
H 1.053 -5.077 -3.067
H 2.976 -3.840 -1.934
H 2.465 -1.757 -0.724
Cl 1.342 0.854 -2.808
C 3.077 0.983 -3.083
Cl 3.481 2.201 -4.321
H 3.446 0.025 -3.427
H 3.540 1.281 -2.149
C 3.246 -1.246 3.603
N 3.357 -0.854 2.201
C 3.144 0.415 1.767
S 2.422 0.759 0.325
N 3.547 1.421 2.631
C 4.934 1.424 3.092
H 2.297 -1.757 3.768
H 3.271 -0.363 4.235
H 4.066 -1.908 3.885
H 2.958 -1.521 1.556
H 3.272 2.305 2.223
H 5.215 0.438 3.454
H 5.042 2.133 3.912
H 5.625 1.700 2.288
C -2.732 0.193 2.285
Si -1.616 -0.881 1.214
C -2.359 -2.623 1.486
C -0.044 -1.172 2.262
H -2.843 -0.316 3.249
H -3.729 0.300 1.852
H -2.335 1.193 2.466
H -2.318 -2.921 2.540
H -1.806 -3.369 0.903
H -3.401 -2.660 1.153
H -0.368 -1.555 3.238
H 0.551 -0.270 2.418
H 0.579 -1.931 1.778

Atomic partial charges in e from the Mulliken method, atoms 1 to 2:
1 Fe -0.323
2 S -0.420

=====

(6)
# C12H43B3N7NiO4

A molecular structure, C12H43B3N7NiO4 (the ωB97M-V functional and the def2-TZVPD basis, the OMol25 dataset).

Calculated values
* net charge: -1
* 2S+1: 3
* HOMO-LUMO gap (alpha / beta): 0.2779 / 0.2439 hartree
* HOMO energy (alpha / beta): -5.725 / -5.724 eV

Geometry (Å):
Ni 0.242 -1.944 -2.340
B 0.096 -4.184 -1.440
H 0.246 -4.594 -2.427
H -0.923 -3.836 -1.505
H 0.099 -4.990 -0.722
H 0.786 -3.395 -1.184
B -0.299 -0.229 -0.980
H -0.078 0.105 -1.982
H 0.534 -0.782 -0.575
H -0.652 0.510 -0.278
H -1.111 -0.935 -1.066
B -0.833 -2.339 -4.094
H 0.086 -2.833 -3.818
H -0.556 -1.305 -3.964
H -1.205 -2.737 -5.025
H -1.572 -2.450 -3.315
C 2.290 -1.041 3.227
C 0.820 -0.917 3.439
C 0.563 -0.748 4.905
C -0.856 -0.523 5.287
C -1.315 0.838 4.637
C -0.891 1.024 3.024
N 0.387 0.326 2.726
O 0.948 0.694 1.538
C -1.991 0.366 2.231
C -0.862 2.570 2.839
C 0.164 -2.236 2.948
H 2.589 -1.546 2.308
H 2.761 -1.654 3.996
H 2.901 -0.145 3.331
H 1.034 -1.546 5.478
H 1.099 0.148 5.216
H -0.957 -0.707 6.357
H -1.510 -1.298 4.887
H -1.011 1.763 5.128
H -2.397 0.870 4.771
H -2.729 1.068 1.841
H -1.673 -0.177 1.341
H -2.701 -0.223 2.811
H -0.099 3.138 3.371
H -0.511 2.880 1.855
H -1.845 3.026 2.955
H 0.595 -3.127 3.404
H 0.470 -2.375 1.911
H -0.908 -2.036 2.970
H 0.467 0.171 0.893
C 0.571 2.164 -5.098
O -0.017 2.336 -6.154
N 1.751 1.590 -5.070
N 0.175 2.359 -3.892
H 2.261 1.461 -5.933
H 2.056 1.117 -4.232
H 0.966 2.246 -3.274
H -0.605 2.953 -3.646
C -3.314 1.170 -2.284
O -4.390 1.602 -2.597
N -3.206 0.119 -1.589
N -2.190 1.591 -2.766
H -4.083 -0.189 -1.195
H -2.278 -0.022 -1.215
H -2.195 2.411 -3.356
H -1.371 1.109 -2.426
C 2.954 2.171 -1.453
O 2.423 3.247 -1.546
N 4.191 2.025 -1.933
N 2.649 1.013 -0.954
H 4.546 2.639 -2.652
H 4.656 1.143 -1.769
H 1.699 0.961 -0.614
H 3.057 0.141 -1.260

Atomic partial charges in e from the Mulliken method, atoms 1 to 2:
1 Ni -0.252
2 B 0.543